The following is a quantum chemistry calculation of a 4-piece molecular cluster, C3H12O4 overall at a distorted geometry, from the OMol25 dataset.

Atoms and positions in Å:
1 C -3.27930 0.86347 1.74196
2 C -2.57516 1.85897 0.77670
3 C -1.21008 2.12859 1.34987
4 O -0.15928 1.63136 1.03555
5 H -2.75898 -0.08026 1.88643
6 H -3.29131 1.35914 2.71928
7 H -4.29857 0.68486 1.41384
8 H -3.09827 2.81548 0.78111
9 H -2.63576 1.40429 -0.21163
10 H -1.17597 2.98873 2.05311
11 O 0.15744 -1.32381 -2.16186
12 H 0.74352 -1.54723 -1.45472
13 H 0.76690 -0.95723 -2.81115
14 O 1.37424 -4.40355 0.19482
15 H 1.91698 -4.44347 0.98130
16 H 1.26002 -5.34770 0.02680
17 O 6.31896 1.06956 -2.78595
18 H 5.45751 1.09673 -2.36906
19 H 6.48712 0.20206 -3.16641

The calculation puts the energy relative to the best compared isomer or geometry (same formula, charge and spin) at 23.41 kcal/mol. The SMILES is CCC=O.O.O.O. The value obtained for the LUMO energy is 0.0215 Ha. The calculation puts the HOMO-LUMO gap at 10.29 eV.



The following is a quantum chemistry calculation of a 4-piece molecular cluster, C3H12O4 overall at a distorted geometry, from the OMol25 dataset.

Atoms and positions in Å:
1 C 1.19295 -2.57449 -0.49452
2 C 1.33825 -1.08732 -0.62699
3 C 0.51557 -0.11117 -0.34408
4 O 0.61398 1.22980 -0.60940
5 H 1.98041 -2.96860 0.18803
6 H 0.23746 -2.88772 -0.00997
7 H 1.07742 -3.24007 -1.39127
8 H 2.19914 -0.86844 -1.32619
9 H -0.34700 -0.23775 0.22024
10 H 1.26402 1.38266 0.14122
11 H -2.47678 -0.77970 -3.64647
12 H -2.39238 -0.04975 -2.23675
13 O -3.00906 -0.44359 -2.92189
14 H 0.91371 4.05721 1.85124
15 H 0.95312 2.93765 0.78781
16 O 1.37522 3.23621 1.62234
17 H -2.36512 0.67780 3.45585
18 H -1.33603 1.28839 2.55805
19 O -1.73489 0.43887 2.78272

Its charge is +1. The calculation puts the energy relative to the best compared isomer or geometry (same formula, charge and spin) at 67.12 kcal/mol. The value obtained for the LUMO energy (spin up / spin down) is -0.1822 / -0.3556 Ha. Its spin multiplicity is 2. The calculation puts the HOMO-LUMO gap (spin up / spin down) at 9.45 / 4.73 eV.



The following is a quantum chemistry calculation of a 4-piece molecular cluster, C3H12O5 overall, from the OMol25 dataset.

Atoms and positions in Å:
1 O 0.33156 -1.19858 2.09347
2 C 0.84149 -1.14870 1.00996
3 C 0.47048 -2.04502 -0.15683
4 C -0.92312 -1.89870 -0.72205
5 O -1.07199 -0.68878 -1.47141
6 H 1.60260 -0.40215 0.72063
7 H 1.20650 -1.81842 -0.93615
8 H 0.64906 -3.10468 0.05263
9 H -1.16717 -2.76792 -1.34039
10 H -1.74235 -1.83674 -0.00350
11 H -0.24145 -0.30652 -1.77444
12 O 1.80184 1.76105 -0.96945
13 H 1.72254 2.68084 -1.23736
14 H 1.40313 1.73438 -0.07725
15 O 0.48220 1.77770 1.57278
16 H 0.94405 2.07348 2.35956
17 H -0.15242 2.44948 1.30819
18 O -1.89630 2.01899 -0.96121
19 H -2.32040 1.84875 -0.11396
20 H -1.68421 1.12555 -1.28847

The calculation puts the energy relative to the best compared isomer or geometry (same formula, charge and spin) at 32.42 kcal/mol. The SMILES is O=CCCO.O.O.O. The value obtained for the LUMO energy is 0.0154 Ha. The calculation puts the HOMO-LUMO gap at 10.26 eV.



Number 1: E -11494.7472 eV. Number 2: E -11483.9720 eV. Number 3: E -13542.4496 eV.